DFT (the ωB97M-V functional and the def2-TZVPD basis) results for 4 unconnected molecules or ions with the total composition C26H33F10NO11.

```
81
Properties=species:S:1:pos:R:3:forces:R:3:lowdin_charge:R:1
C 2.3994 -7.3268 -0.8105 0.51 0.20 -0.31 -0.05
C 2.2847 -5.9035 -1.2870 -0.02 0.05 0.36 -0.27
C 2.9721 -4.8961 -0.6049 -0.35 0.28 -0.59 -0.04
C 2.9081 -3.5833 -1.0615 -0.12 -0.83 0.09 -0.01
C 2.1492 -3.2388 -2.1802 -0.39 0.69 -0.08 -0.14
C 2.1497 -1.8088 -2.6953 1.02 -0.09 -0.17 -0.34
C 2.3217 -0.7643 -1.5943 0.10 0.00 -0.11 -0.07
C 3.3839 -1.6996 -3.6318 -0.55 -0.63 0.35 -0.04
C 1.4418 -4.2415 -2.8410 0.36 -0.17 0.86 -0.21
O 0.7072 -3.9253 -3.9693 0.13 0.04 -0.11 -0.01
C -0.6307 -4.2961 -3.9852 -0.19 0.10 0.07 -0.13
N -1.5397 -3.1944 -3.5587 0.16 -0.86 -0.07 -0.01
O -2.2825 -2.6949 -4.6516 -0.21 -0.12 -0.42 0.00
C -2.4908 -3.7115 -2.6661 -0.07 0.35 -0.12 -0.53
O -3.6585 -3.7497 -2.8516 -0.86 0.28 0.04 0.19
O -1.9248 -4.1903 -1.5158 0.60 0.23 -0.09 0.02
C -2.1857 -3.3869 -0.3806 0.36 -0.69 0.96 -0.06
C -1.1593 -2.2885 -0.2647 -0.52 -0.03 -0.51 -0.43
O -1.0087 -1.4685 -1.0876 0.32 0.90 -0.87 0.18
F -0.4394 -2.2515 0.8454 0.19 -0.41 0.85 0.14
C 1.5209 -5.5596 -2.3891 -0.14 0.25 -0.42 0.03
H 3.4587 -7.5740 -0.7585 0.10 -0.12 0.14 0.08
H 1.9887 -7.4563 0.1854 -0.20 -0.09 0.07 0.08
H 1.9662 -8.0293 -1.5133 -0.31 -0.09 0.02 0.07
H 3.5574 -5.1361 0.2695 0.10 -0.06 0.09 0.11
H 3.4707 -2.8437 -0.5175 -0.01 0.29 -0.04 0.11
H 1.2707 -1.6298 -3.3052 -0.33 0.02 0.17 0.12
H 1.7063 -0.9483 -0.7233 -0.31 0.03 0.12 0.07
H 2.1449 0.2330 -1.9865 -0.15 -0.33 0.36 0.05
H 3.3605 -0.7711 -1.2713 0.14 -0.02 0.19 0.08
H 3.3825 -2.5605 -4.2971 0.01 0.16 -0.42 0.08
H 3.4013 -0.7639 -4.1790 0.12 0.09 -0.09 0.07
H 4.2671 -1.8164 -3.0089 0.26 0.23 -0.03 0.08
H -0.9064 -4.5417 -5.0048 -0.01 0.07 -0.22 0.15
H -0.8465 -5.1670 -3.3703 0.32 -0.06 0.18 0.13
H -1.6451 -2.3310 -5.2778 0.28 0.12 0.28 0.12
H -3.1754 -2.9409 -0.4055 -0.18 0.06 -0.14 0.15
H -2.1093 -4.0293 0.4896 -0.11 -0.20 0.03 0.14
H 0.9872 -6.3132 -2.9544 0.03 -0.19 0.08 0.12
C -2.4227 0.4096 -3.4435 0.28 0.07 -0.21 -0.05
C -1.8136 1.2117 -2.3153 -0.62 -0.12 0.17 -0.19
O -0.4064 1.4372 -2.5331 0.20 0.06 0.06 0.03
C -0.0869 2.4186 -3.3596 -0.38 -0.19 0.14 -0.40
O -0.8369 3.1393 -3.9475 0.14 0.11 -0.08 0.18
C 1.4459 2.5339 -3.4408 0.13 0.19 -0.15 -0.54
F 2.0173 1.3318 -3.5912 -0.04 0.33 -0.43 0.14
F 1.9246 3.0823 -2.3152 -0.01 -0.04 0.01 0.17
F 1.8085 3.2983 -4.4647 -0.03 -0.01 0.03 0.18
H -1.8708 -0.5175 -3.5832 -0.07 -0.05 0.16 0.05
H -3.4628 0.1702 -3.2246 0.01 -0.02 0.04 0.09
H -2.3875 0.9591 -4.3845 -0.08 0.10 0.05 0.08
H -1.8735 0.6568 -1.3819 0.21 0.05 -0.09 0.10
H -2.3264 2.1622 -2.1705 0.16 0.13 -0.15 0.13
C -0.7386 1.4941 2.3611 0.26 0.12 0.05 -0.05
C -0.7707 0.6719 3.6322 -0.51 -0.02 -0.39 -0.19
O 0.5153 0.6655 4.2849 0.05 -0.10 0.10 0.04
C 0.8009 1.7334 5.0087 -0.29 -0.09 -0.20 -0.39
O 0.1066 2.6939 5.1714 0.11 -0.03 0.14 0.16
C 2.1808 1.5618 5.6672 0.24 0.04 0.07 -0.55
F 3.0843 1.1089 4.7936 -0.03 0.01 0.02 0.17
F 2.0986 0.6852 6.6770 -0.03 0.00 -0.02 0.17
F 2.6131 2.7212 6.1544 -0.05 -0.01 -0.01 0.17
H 0.0530 1.1371 1.7011 -0.07 -0.06 -0.05 0.08
H -1.6940 1.4203 1.8424 -0.01 -0.04 0.01 0.08
H -0.5477 2.5443 2.5781 -0.07 0.01 0.02 0.07
H -0.9949 -0.3667 3.3994 0.25 -0.08 0.11 0.12
H -1.5381 1.0280 4.3183 0.15 0.12 0.12 0.13
C -0.2809 5.8041 4.9974 -0.02 0.26 -0.29 -0.06
C -1.3192 6.3989 5.9203 0.33 -0.36 0.24 -0.19
O -2.0135 7.5013 5.2977 -0.11 0.11 0.02 0.04
C -2.9841 7.1775 4.4599 0.23 -0.19 0.20 -0.41
O -3.3426 6.0757 4.1653 -0.12 0.05 -0.09 0.17
C -3.6440 8.4580 3.9179 -0.10 0.16 -0.16 -0.55
F -2.7285 9.3564 3.5403 -0.01 -0.02 0.01 0.17
F -4.4080 9.0160 4.8678 0.02 -0.02 0.02 0.17
F -4.4155 8.1830 2.8711 0.01 -0.03 0.03 0.17
H 0.4103 6.5760 4.6546 0.02 0.02 0.09 0.09
H 0.2801 5.0291 5.5109 -0.01 -0.02 0.05 0.06
H -0.7452 5.3640 4.1157 -0.04 -0.09 0.06 0.08
H -0.8468 6.8171 6.8061 -0.07 0.20 -0.05 0.13
H -2.0373 5.6498 6.2509 -0.12 0.04 -0.14 0.13
```
Forces are in eV/Å.

Results
lowest unoccupied orbital energy	0.25	eV
Kohn-Sham gap	9.071	eV
HOMO level	-8.82	eV
charge	0
molecular weight	725.5	g mol⁻¹
SMILES	Cc1ccc(C(C)C)c(OCN(O)C(=O)OCC(=O)F)c1.CCOC(=O)C(F)(F)F.CCOC(=O)C(F)(F)F.CCOC(=O)C(F)(F)F